w | Entry from the OMol25 dataset: a gas-phase ion, C4H9N2O (charge +1) (ωB97M-V with the def2-TZVPD basis set).

Geometry (Å):
O -0.952 2.244 1.226
N 0.220 2.440 1.746
N -0.030 0.517 0.114
C 0.270 0.001 -1.292
C -0.007 -0.868 0.664
C -1.194 1.306 0.431
C 0.368 -1.479 -0.768
H 0.066 3.094 2.610
H -1.042 -1.100 0.939
H -0.563 0.292 -1.817
H 1.102 0.351 -1.817
H 1.368 -2.097 -0.769
H -0.379 -2.167 -1.029
H 0.767 -1.245 1.409
H -2.024 1.235 -0.190
H 0.670 1.152 0.570

Values from the calculation:
Multiplicity = 3
Molar mass = 101.129 g mol⁻¹
Orbital gap (spin up / spin down) = 9.39 / 9.72 eV
Charge = +1
LUMO energy (spin up / spin down) = -0.1028 / -0.2210 Ha
⟨S²⟩ = 2.007

Charge distribution, natural (NBO) scheme, values in e:
1. O -0.32
2. N -0.19
3. N -0.45
4. C -0.18
5. C -0.22
6. C 0.30
7. C -0.42
8. H 0.37
9. H 0.23
10. H 0.22
11. H 0.25
12. H 0.25
13. H 0.24
14. H 0.26
15. H 0.21
16. H 0.47


x | Entry from the OMol25 dataset: a molecular structure, C4H9N2O (ωB97M-V with the def2-TZVPD basis set).

Geometry (Å):
O -2.705 0.374 -0.487
N 1.918 0.172 -1.000
N -0.417 -1.518 0.124
C 0.651 0.245 1.130
C -1.619 0.644 0.164
C -0.613 -0.214 0.453
C 1.008 0.767 -0.172
H 0.369 1.612 -0.613
H 1.129 -0.509 1.681
H 0.336 -2.064 0.397
H -1.513 1.731 0.406
H -0.903 -2.028 -0.608
H 2.676 -0.467 -0.695
H 0.372 1.026 1.795
H -2.963 -0.564 -0.827
H 2.276 0.793 -1.746

Values from the calculation:
Multiplicity = 3
Molar mass = 101.129 g mol⁻¹
Orbital gap (spin up / spin down) = 6.88 / 8.83 eV
Charge = +1
LUMO energy (spin up / spin down) = -0.1200 / -0.2293 Ha
⟨S²⟩ = 2.009

Charge distribution, natural (NBO) scheme, values in e:
1. O -0.58
2. N -0.77
3. N -0.66
4. C -0.47
5. C 0.15
6. C 0.26
7. C -0.03
8. H 0.22
9. H 0.25
10. H 0.41
11. H 0.22
12. H 0.40
13. H 0.41
14. H 0.25
15. H 0.53
16. H 0.41


Result of the stability comparison: x is the most stable of them.


w | Entry from the OMol25 dataset: 3 unconnected molecules or ions with the total composition C4H14NO3 (ωB97M-V with the def2-TZVPD basis set).

Geometry (Å):
O -0.651 3.995 -1.305
O 1.761 0.829 0.599
O 1.043 2.136 -1.457
N 0.967 -1.155 -1.228
C -0.039 -0.720 -0.263
C -0.690 -2.017 0.324
C -1.616 -1.736 1.535
C 0.685 0.001 0.967
H 0.020 3.148 -1.243
H -1.981 -2.686 1.899
H 0.188 -2.566 0.662
H 1.181 -0.805 1.534
H -0.072 0.536 1.552
H 1.500 1.413 -0.249
H 1.897 2.514 -1.739
H 1.858 -1.183 -0.763
H -1.534 3.609 -1.421
H 1.072 -0.371 -1.876
H -1.289 -2.572 -0.389
H -0.758 -0.052 -0.730
H -1.094 -1.227 2.342
H -2.446 -1.089 1.248

Values from the calculation:
Molar mass = 124.160 g mol⁻¹
Orbital gap = 8.40 eV
Charge = -1
LUMO energy = 0.1360 Ha

Charge distribution, natural (NBO) scheme, values in e:
1. O -1.06
2. O -0.82
3. O -1.19
4. N -0.86
5. C -0.07
6. C -0.39
7. C -0.62
8. C -0.07
9. H 0.51
10. H 0.19
11. H 0.19
12. H 0.14
13. H 0.14
14. H 0.51
15. H 0.44
16. H 0.35
17. H 0.43
18. H 0.39
19. H 0.19
20. H 0.19
21. H 0.20
22. H 0.20


x | Entry from the OMol25 dataset: 3 unconnected molecules or ions with the total composition C4H14NO3 (ωB97M-V with the def2-TZVPD basis set).

Geometry (Å):
O 2.272 1.873 -1.450
O -0.889 0.998 2.010
O 0.689 2.212 0.509
N -1.848 -0.712 0.628
C 1.314 -1.399 -0.334
C -1.891 0.731 1.088
C -1.166 -0.823 -0.669
C -0.060 -1.925 -0.688
H -1.895 -1.217 -1.411
H -0.298 -2.818 -0.086
H -2.852 0.793 1.621
H -0.067 -2.190 -1.772
H -1.754 1.460 0.274
H 1.712 2.024 -0.551
H 1.548 -1.431 0.738
H -0.058 1.274 1.457
H 2.073 -2.010 -0.821
H -0.702 0.112 -1.026
H 0.691 3.131 0.833
H 2.928 1.262 -1.070
H 1.352 -0.322 -0.524
H -1.097 -1.024 1.246

Values from the calculation:
Molar mass = 124.160 g mol⁻¹
Orbital gap = 8.63 eV
Charge = -1
LUMO energy = 0.1459 Ha

Charge distribution, natural (NBO) scheme, values in e:
1. O -1.04
2. O -0.80
3. O -1.22
4. N -0.67
5. C -0.64
6. C 0.09
7. C -0.23
8. C -0.41
9. H 0.16
10. H 0.19
11. H 0.13
12. H 0.19
13. H 0.17
14. H 0.51
15. H 0.20
16. H 0.52
17. H 0.19
18. H 0.20
19. H 0.44
20. H 0.43
21. H 0.25
22. H 0.35


Result of the stability comparison: w is the most stable of them.


w | Entry from the OMol25 dataset: 3 unconnected molecules or ions with the total composition C4H14NO3 (ωB97M-V with the def2-TZVPD basis set).

Geometry (Å):
O 0.403 1.586 0.580
O -1.423 2.524 -0.752
O -3.138 0.745 -0.867
N 0.689 -0.566 1.643
C -0.086 -1.415 0.660
C 1.502 -0.649 -1.224
C 0.378 0.952 1.745
C 0.797 -1.897 -0.613
H 2.395 -0.398 -0.693
H -0.662 2.309 0.073
H 1.662 -0.894 -2.253
H -0.575 0.954 2.286
H -1.094 1.892 -1.403
H 0.294 -2.516 -1.321
H -2.388 0.284 -0.467
H -2.707 1.643 -1.199
H -0.272 -2.301 1.204
H -0.826 -0.789 0.180
H 1.452 -2.644 -0.151
H 1.198 1.396 2.463
H 0.834 0.199 -1.024
H 1.566 -0.414 1.134

Values from the calculation:
Molar mass = 124.160 g mol⁻¹
Orbital gap = 8.27 eV
Charge = -1
LUMO energy = 0.1433 Ha

Charge distribution, natural (NBO) scheme, values in e:
1. O -0.91
2. O -1.06
3. O -1.01
4. N -0.69
5. C -0.23
6. C -0.65
7. C 0.14
8. C -0.41
9. H 0.20
10. H 0.52
11. H 0.19
12. H 0.10
13. H 0.44
14. H 0.19
15. H 0.46
16. H 0.50
17. H 0.18
18. H 0.17
19. H 0.17
20. H 0.09
21. H 0.26
22. H 0.33


x | Entry from the OMol25 dataset: 3 unconnected molecules or ions with the total composition C4H14NO3 (ωB97M-V with the def2-TZVPD basis set).

Geometry (Å):
O 0.859 3.630 -2.147
O 0.360 -1.059 -1.864
O 2.112 0.562 -0.714
N -0.089 0.755 1.198
C -0.804 -0.433 -1.356
C -0.165 -0.721 1.058
C -0.648 -1.410 2.351
C -1.229 -1.013 -0.021
H -0.830 -2.455 2.107
H 0.707 2.712 -1.895
H -1.671 -1.000 2.445
H -0.250 -1.248 3.342
H -0.049 0.920 2.200
H 1.790 3.835 -2.075
H -1.561 -0.581 -2.134
H -1.263 -2.092 -0.221
H 0.829 0.980 0.813
H 0.759 -1.147 0.660
H -0.708 0.655 -1.420
H -2.204 -0.675 0.342
H 1.141 -0.525 -1.530
H 2.915 0.307 -1.140

Values from the calculation:
Molar mass = 124.160 g mol⁻¹
Orbital gap = 7.86 eV
Charge = -1
LUMO energy = 0.1406 Ha

Charge distribution, natural (NBO) scheme, values in e:
1. O -0.98
2. O -0.81
3. O -1.32
4. N -0.87
5. C -0.06
6. C -0.06
7. C -0.63
8. C -0.42
9. H 0.20
10. H 0.51
11. H 0.19
12. H 0.20
13. H 0.33
14. H 0.47
15. H 0.14
16. H 0.19
17. H 0.43
18. H 0.22
19. H 0.17
20. H 0.18
21. H 0.52
22. H 0.42


y | Entry from the OMol25 dataset: 3 unconnected molecules or ions with the total composition C4H14NO3 (ωB97M-V with the def2-TZVPD basis set).

Geometry (Å):
O 0.098 -1.869 -1.844
O 1.205 0.317 -2.209
O 0.849 2.889 -0.659
N -0.442 -1.706 0.469
C 0.337 -0.539 0.929
C 0.265 -2.429 -0.599
C -0.502 0.438 1.763
C -1.555 1.141 0.884
H 1.325 -2.422 -0.251
H 2.165 0.138 -2.189
H 0.674 -0.617 -1.964
H -0.993 -0.096 2.587
H 1.219 -0.900 1.452
H 0.356 3.370 -1.337
H 0.748 0.036 0.091
H -1.328 -1.346 0.145
H 0.781 1.963 -0.965
H -0.075 -3.478 -0.620
H 0.164 1.138 2.280
H -2.128 0.335 0.450
H -0.993 1.760 0.184
H -2.172 1.877 1.404

Values from the calculation:
Molar mass = 124.160 g mol⁻¹
Orbital gap = 7.44 eV
Charge = -1
LUMO energy = 0.1404 Ha

Charge distribution, natural (NBO) scheme, values in e:
1. O -0.91
2. O -1.09
3. O -0.98
4. N -0.68
5. C -0.23
6. C 0.12
7. C -0.40
8. C -0.62
9. H 0.09
10. H 0.44
11. H 0.50
12. H 0.18
13. H 0.17
14. H 0.46
15. H 0.19
16. H 0.34
17. H 0.51
18. H 0.11
19. H 0.19
20. H 0.20
21. H 0.23
22. H 0.19


Result of the stability comparison: y is the most stable of them.


w | Entry from the OMol25 dataset: a single C4H11N3 molecule (ωB97M-V with the def2-TZVPD basis set).

Geometry (Å):
N -1.972 1.488 -0.688
N -0.040 2.945 -1.090
N 0.013 0.775 -0.076
C -0.659 1.860 -0.738
C -0.466 -0.606 -0.216
C 1.498 -1.383 1.127
C 0.622 -1.761 -0.080
H 2.404 -2.084 0.890
H 0.095 -2.658 0.204
H 1.141 -1.815 -1.029
H -2.027 0.728 0.034
H 1.069 -1.610 2.170
H -0.976 -0.850 -1.105
H 0.860 2.872 -0.528
H -2.312 2.226 -1.348
H -1.195 -0.945 0.607
H 1.845 -0.247 0.941
H 0.099 1.067 0.925

Values from the calculation:
SMILES string = [H]/N=C(/N)NCCC
Molar mass = 101.153 g mol⁻¹
Orbital gap = 9.61 eV
LUMO energy = 0.0279 Ha

Charge distribution, natural (NBO) scheme, values in e:
1. N -0.90
2. N -0.75
3. N -0.71
4. C 0.58
5. C -0.24
6. C -0.65
7. C -0.39
8. H 0.22
9. H 0.20
10. H 0.21
11. H 0.46
12. H 0.22
13. H 0.22
14. H 0.35
15. H 0.45
16. H 0.15
17. H 0.22
18. H 0.38


x | Entry from the OMol25 dataset: a single C4H11N3 molecule (ωB97M-V with the def2-TZVPD basis set).

Geometry (Å):
N 1.660 -0.419 -0.897
N -0.648 -0.256 -0.996
N 0.549 1.691 -1.213
C -1.068 -0.899 1.457
C 0.230 -0.574 2.212
C -1.429 -0.082 0.214
C 0.668 0.336 -1.045
H 0.645 -1.424 2.757
H 0.108 0.328 2.800
H -1.896 -0.761 2.156
H -1.528 0.985 0.419
H 1.317 2.353 -1.229
H -1.045 -1.939 1.128
H -0.374 2.088 -1.232
H 2.617 -0.147 -1.097
H -2.445 -0.394 -0.057
H -0.490 -1.218 -1.297
H 1.029 -0.418 1.487

Values from the calculation:
SMILES string = [H]/N=C(\N)NCCC
Molar mass = 101.153 g mol⁻¹
Orbital gap = 9.92 eV
LUMO energy = 0.0372 Ha

Charge distribution, natural (NBO) scheme, values in e:
1. N -0.79
2. N -0.66
3. N -0.84
4. C -0.41
5. C -0.63
6. C -0.21
7. C 0.59
8. H 0.21
9. H 0.20
10. H 0.20
11. H 0.18
12. H 0.39
13. H 0.20
14. H 0.40
15. H 0.35
16. H 0.20
17. H 0.39
18. H 0.23


Result of the stability comparison: x is the most stable of them.


w | Entry from the OMol25 dataset: 2 unconnected molecules or ions with the total composition C4H11N3 (ωB97M-V with the def2-TZVPD basis set).

Geometry (Å):
N 1.092 -0.787 0.816
N 2.708 -0.581 -1.839
N 2.579 0.461 -2.147
C -0.415 0.587 -0.679
C -1.244 -0.630 -1.076
C 0.332 0.442 0.665
C -0.626 0.556 1.847
H 1.752 -0.910 0.056
H -0.061 0.530 2.775
H 1.054 1.265 0.729
H -0.620 -1.517 -1.183
H -1.742 -0.450 -2.025
H -1.064 1.462 -0.615
H -1.192 1.486 1.799
H -1.326 -0.282 1.856
H 0.468 -1.588 0.817
H 0.317 0.789 -1.466
H -2.011 -0.833 -0.330

Values from the calculation:
SMILES string = CC[C@@H](C)N.N#N
Molar mass = 101.153 g mol⁻¹
Orbital gap = 10.38 eV
LUMO energy = 0.0451 Ha

Charge distribution, natural (NBO) scheme, values in e:
1. N -0.84
2. N -0.01
3. N 0.02
4. C -0.41
5. C -0.62
6. C -0.05
7. C -0.61
8. H 0.35
9. H 0.22
10. H 0.18
11. H 0.20
12. H 0.21
13. H 0.20
14. H 0.21
15. H 0.20
16. H 0.35
17. H 0.19
18. H 0.20


x | Entry from the OMol25 dataset: 2 unconnected molecules or ions with the total composition C4H11N3 (ωB97M-V with the def2-TZVPD basis set).

Geometry (Å):
N 1.808 0.344 0.249
N -2.151 -0.923 -0.106
N 0.752 -0.486 0.370
C -2.158 -0.293 0.972
C 1.518 1.757 0.317
C -1.358 -0.200 -1.367
C 0.940 -1.745 0.398
H -0.842 0.758 -1.399
H 0.976 2.122 -0.565
H 2.457 2.300 0.424
H -2.661 -0.707 1.845
H 2.524 0.065 -0.420
H -2.236 0.034 -1.969
H 0.085 -2.370 0.600
H -1.606 0.648 1.139
H -0.831 -1.023 -1.823
H 0.894 1.931 1.192
H 1.888 -2.210 0.143

Values from the calculation:
SMILES string = C=NNC.C=NC
Molar mass = 101.153 g mol⁻¹
Orbital gap = 9.51 eV
LUMO energy = 0.0374 Ha

Charge distribution, natural (NBO) scheme, values in e:
1. N -0.46
2. N -0.38
3. N -0.24
4. C -0.07
5. C -0.40
6. C -0.46
7. C -0.17
8. H 0.19
9. H 0.17
10. H 0.20
11. H 0.17
12. H 0.35
13. H 0.19
14. H 0.20
15. H 0.15
16. H 0.21
17. H 0.21
18. H 0.15


Result of the stability comparison: w is the most stable of them.


w | Entry from the OMol25 dataset: a molecular structure, C4H11N3 (ωB97M-V with the def2-TZVPD basis set).

Geometry (Å):
N 0.409 0.335 -2.138
N -1.116 1.028 -0.460
N 0.259 -0.556 0.394
C -1.187 1.769 0.799
C -0.033 0.594 -1.013
C -0.500 -1.783 0.234
C 1.685 -0.788 0.501
H -0.313 -2.472 1.071
H -0.228 2.211 1.074
H 2.206 0.147 0.732
H 1.318 0.602 -2.490
H -0.221 -2.312 -0.690
H -1.574 -1.578 0.197
H 2.110 -1.227 -0.414
H 1.901 -1.468 1.339
H -1.922 2.568 0.682
H -1.474 1.075 1.587
H -1.319 1.854 -1.404

Values from the calculation:
Molar mass = 101.153 g mol⁻¹
Orbital gap = 8.14 eV
LUMO energy = 0.0204 Ha

Charge distribution, natural (NBO) scheme, values in e:
1. N -0.80
2. N -0.55
3. N -0.58
4. C -0.39
5. C 0.70
6. C -0.42
7. C -0.42
8. H 0.19
9. H 0.20
10. H 0.19
11. H 0.41
12. H 0.16
13. H 0.20
14. H 0.16
15. H 0.19
16. H 0.20
17. H 0.23
18. H 0.34


x | Entry from the OMol25 dataset: a single C4H11N3 molecule (ωB97M-V with the def2-TZVPD basis set).

Geometry (Å):
N -0.867 -2.344 0.795
N 1.583 1.895 1.287
N -0.412 2.191 -0.665
C -0.347 -1.841 -0.587
C -0.549 -0.286 -1.074
C 0.758 0.811 0.788
C 0.018 0.844 -0.325
H -1.220 -3.313 0.805
H 0.907 -0.178 1.175
H 0.740 -2.025 -0.674
H -1.636 -1.730 1.098
H -1.655 -0.140 -1.189
H 0.177 2.642 0.034
H -0.396 -0.318 -2.146
H 1.233 2.038 2.230
H -0.087 2.417 -1.623
H 2.566 1.697 1.495
H -0.813 -2.360 -1.422

Values from the calculation:
SMILES string = N/C=C(\N)CCN
Molar mass = 101.153 g mol⁻¹
Orbital gap = 9.33 eV
LUMO energy = 0.0376 Ha

Charge distribution, natural (NBO) scheme, values in e:
1. N -0.87
2. N -0.87
3. N -0.82
4. C -0.21
5. C -0.46
6. C -0.14
7. C 0.16
8. H 0.37
9. H 0.18
10. H 0.18
11. H 0.36
12. H 0.22
13. H 0.39
14. H 0.23
15. H 0.36
16. H 0.35
17. H 0.38
18. H 0.18


y | Entry from the OMol25 dataset: 2 unconnected molecules or ions with the total composition C4H11N3 (ωB97M-V with the def2-TZVPD basis set).

Geometry (Å):
N -0.618 0.773 -1.282
N 0.901 -1.190 0.266
N -0.449 2.855 -2.415
C 0.015 1.788 -1.922
C -2.018 0.826 -0.939
C 0.853 -1.196 1.520
C 1.654 -2.019 2.470
H 1.579 -1.829 -0.147
H -2.611 1.097 -1.816
H 0.987 -2.633 3.072
H -1.450 2.981 -2.283
H 2.200 -1.364 3.147
H -2.223 1.555 -0.145
H 1.081 1.618 -2.041
H -0.058 0.074 -0.803
H -2.334 -0.158 -0.599
H 2.358 -2.662 1.944
H 0.135 -0.518 1.974

Values from the calculation:
SMILES string = [H]/N=C\NC.[H]/N=C\C
Molar mass = 101.153 g mol⁻¹
Orbital gap = 9.09 eV
LUMO energy = 0.0280 Ha

Charge distribution, natural (NBO) scheme, values in e:
1. N -0.64
2. N -0.65
3. N -0.75
4. C 0.29
5. C -0.42
6. C 0.18
7. C -0.69
8. H 0.34
9. H 0.20
10. H 0.23
11. H 0.32
12. H 0.24
13. H 0.18
14. H 0.15
15. H 0.43
16. H 0.21
17. H 0.22
18. H 0.16


z | Entry from the OMol25 dataset: a single C4H11N3 molecule (ωB97M-V with the def2-TZVPD basis set).

Geometry (Å):
N -1.077 -0.553 -0.411
N 1.310 1.766 0.351
N 0.668 0.512 0.404
C 1.177 -1.214 -1.354
C -1.510 -0.102 2.116
C 0.292 -0.087 -0.849
C -1.027 0.474 0.990
H 2.320 1.649 0.340
H 1.284 -1.988 -0.590
H 0.798 -1.666 -2.277
H -1.331 -1.150 2.328
H -1.325 1.494 0.760
H 2.175 -0.818 -1.555
H -2.007 0.507 2.859
H -1.872 -0.313 -1.001
H 0.121 0.658 -1.647
H 1.047 2.314 -0.471
H -1.043 -1.481 0.006

Values from the calculation:
Molar mass = 101.153 g mol⁻¹
Orbital gap = 7.41 eV
LUMO energy = 0.0273 Ha

Charge distribution, natural (NBO) scheme, values in e:
1. N -0.65
2. N -0.66
3. N -0.38
4. C -0.63
5. C -0.72
6. C 0.09
7. C 0.07
8. H 0.35
9. H 0.22
10. H 0.21
11. H 0.18
12. H 0.18
13. H 0.22
14. H 0.22
15. H 0.42
16. H 0.15
17. H 0.31
18. H 0.41


Result of the stability comparison: y is the most stable of them.